Computed, not measured: a molecular structure, C27H20EuF11N5O2S2, with ωB97M-V with the def2-TZVPD basis set.

* largest force on an atom: 2.86 eV Å⁻¹
* spin multiplicity: 8
* charge: -2
* gap between HOMO and LUMO (spin up / spin down): 3.115 / 5.764 eV

Last column: Löwdin spin population.
Geometry (Å):
Eu1 0.106 0.314 -0.212  6.962
C1 -1.685 -2.437 1.091  0.001
N1 -0.739 -1.471 1.647  -0.003
C2 0.451 -2.183 2.113  0.001
C3 1.596 -1.279 2.520  0.000
N2 1.892 -0.308 1.477  -0.006
C4 3.010 0.427 1.624  0.001
C5 3.978 0.429 2.667  0.000
F1 3.836 -0.338 3.779  0.000
C6 5.114 1.217 2.648  0.000
F2 5.981 1.139 3.675  0.000
C7 5.384 2.084 1.615  0.001
F3 6.505 2.836 1.610  0.000
C8 4.462 2.158 0.588  0.000
F4 4.671 2.998 -0.429  0.000
C9 3.341 1.372 0.618  0.001
F5 2.472 1.505 -0.394  0.002
C10 -1.388 -0.701 2.717  0.001
C11 -2.199 0.473 2.188  0.001
N3 -1.307 1.412 1.524  -0.007
C12 -1.460 2.734 1.649  0.001
C13 -0.569 3.556 0.910  0.001
F6 0.335 2.915 0.147  0.003
C14 -0.560 4.925 0.883  0.000
F7 0.341 5.584 0.149  0.000
C15 -1.489 5.631 1.627  0.001
F8 -1.494 6.981 1.647  0.000
C16 -2.394 4.902 2.364  0.000
F9 -3.309 5.559 3.099  0.000
C17 -2.390 3.519 2.380  0.001
F10 -3.365 2.944 3.134  0.000
H1 -1.963 -3.185 1.854  0.000
H2 -1.244 -2.935 0.231  0.000
H3 -2.577 -1.927 0.739  0.000
H4 0.786 -2.814 1.285  0.001
H5 0.203 -2.847 2.959  0.000
H6 2.447 -1.940 2.719  0.000
H7 1.359 -0.790 3.472  0.000
H8 -0.622 -0.293 3.375  0.000
H9 -2.034 -1.364 3.318  0.000
H10 -2.731 0.899 3.035  0.000
H11 -2.951 0.114 1.472  0.000
O1 3.648 -0.573 -2.877  0.000
C18 3.494 0.350 -3.848  0.001
C19 4.541 0.535 -4.750  0.000
C20 4.429 1.464 -5.769  0.002
C21 3.268 2.222 -5.904  0.000
C22 2.230 2.044 -5.004  0.001
C23 2.325 1.120 -3.964  0.000
C24 1.221 0.940 -2.972  0.006
O2 1.304 -0.051 -2.132  -0.009
N4 0.265 1.825 -3.030  0.003
N5 -0.720 1.661 -2.063  -0.006
C25 -1.780 2.343 -2.264  0.024
S1 -1.952 3.470 -3.614  0.008
C26 -3.661 3.928 -3.188  0.001
C27 -3.824 3.805 -1.689  0.002
S2 -3.192 2.168 -1.240  0.008
H12 2.786 -0.585 -2.385  0.000
H13 5.437 -0.065 -4.628  0.000
H14 5.254 1.599 -6.462  0.000
H15 3.179 2.949 -6.704  0.000
H16 1.319 2.626 -5.074  0.000
H17 -4.341 3.251 -3.706  0.000
H18 -3.824 4.946 -3.543  0.000
H19 -4.869 3.853 -1.377  0.000
H20 -3.245 4.559 -1.154  0.000
F11 -1.361 -0.835 -1.078  -0.008